(1)
Density functional theory data (wB97M-V/def2-TZVPD) for CH2FNO in the gas phase at a distorted geometry.

Geometry as XYZ:
```
6
Properties=species:S:1:pos:R:3:forces:R:3
F -1.2120 -1.2015 -0.0401 1.6 0.9 -0.1
O -1.4327 1.0163 -0.0453 4.9 -3.9 -0.1
N 0.7541 -0.0096 -0.0628 -1.0 5.3 0.1
C -0.5943 0.0480 -0.0552 -5.4 2.6 0.3
H 1.2291 0.9606 0.1156 -1.3 -2.8 -0.6
H 1.2558 -0.8138 0.0878 1.0 -2.1 0.4
```
Forces are in eV/Å.

Values from the calculation:
- Structure (SMILES): NC(=O)F
- ΔE to the lowest compared entry with this formula, charge and spin: 34.63 kJ/mol
- Charge: 0
- HOMO energy: -0.405 Ha



(2)
Density functional theory data (wB97M-V/def2-TZVPD) for 14 unconnected molecules or ions with the total composition C36H84Cl8F3N7O16 at a distorted geometry.

Geometry as XYZ:
```
154
Properties=species:S:1:pos:R:3:forces:R:3
Cl -0.0386 -0.5259 5.2097 0.1 0.3 1.1
Cl -7.4014 -2.5180 -3.1695 0.2 -0.6 0.0
Cl -3.0065 1.2477 -5.0704 0.0 -0.3 0.3
Cl -6.5896 -2.5833 0.2987 0.2 -0.4 0.5
Cl -3.6396 -3.0159 -5.8792 0.1 0.2 0.0
Cl 2.2860 1.5267 8.5507 -0.5 -0.6 -1.1
Cl 2.5125 0.5637 -4.1748 0.5 -0.5 -0.7
Cl -0.5238 -0.0491 -2.4139 0.1 -0.7 0.2
F -0.9895 5.0434 -1.5995 -0.9 0.0 0.7
F 0.8845 5.8893 -1.5962 2.4 0.7 -0.5
F -0.5730 6.7956 -0.3297 0.2 -1.0 0.4
O -5.5375 4.5805 -1.9396 0.0 -0.2 0.3
O -4.4138 5.8875 -5.4662 -1.3 1.0 0.9
O -5.5708 5.1042 0.1780 0.2 -0.4 -0.9
O 2.3864 1.4028 3.9470 -3.4 -1.7 3.3
O -3.1347 0.1654 3.9378 1.4 0.7 0.7
O -3.2873 -1.7800 -1.0378 -0.5 -1.1 1.2
O -4.2158 -0.3519 5.7934 1.4 0.5 -0.4
O -0.6736 4.4620 1.2780 -1.0 0.7 0.8
O -3.2102 1.3377 -1.1204 0.1 -0.4 0.8
O 0.7333 -1.4901 0.3307 -0.4 1.3 1.1
O 0.6050 3.2090 0.0543 0.2 1.9 -1.2
O 0.6494 -3.8064 -3.0618 0.6 0.8 -0.5
O -3.4562 -1.8968 1.0894 -0.5 0.0 1.7
O -3.1779 4.6608 -6.8422 0.4 -0.9 -1.7
O 2.7661 -3.3713 -3.2469 -1.2 0.3 -0.4
O 4.1400 1.2458 2.8402 1.0 0.4 -0.7
N -5.2886 5.3051 -1.0124 -0.5 0.7 1.4
N -3.2211 -2.4018 0.0387 1.8 0.8 -3.8
N -3.4252 5.1303 -5.6951 1.2 0.0 0.5
N -1.0068 0.8433 0.7104 -0.7 0.2 4.0
N 3.1580 1.8492 3.1995 1.8 1.9 -1.9
N -3.9717 -0.3873 4.5965 -2.4 -0.4 -0.3
N 1.6017 -3.3035 -3.6494 0.8 -1.2 0.6
C 4.5452 -2.7969 5.1480 -2.5 -2.4 0.1
C -0.0678 5.5912 -0.7654 -1.5 -1.5 -0.6
C 0.3710 4.5486 0.3502 0.4 -2.6 0.2
C -2.5997 4.6916 -4.5914 -0.1 0.3 -1.2
C -0.7632 5.2909 2.4194 -0.7 -0.2 -0.9
C 0.2085 1.4152 -3.0633 -0.7 1.2 -0.9
C 6.5193 -3.8149 -1.8456 0.2 0.8 -0.9
C 1.1888 1.2051 7.1257 -1.7 -0.6 -0.3
C -4.3409 1.6183 -1.9031 -0.5 0.1 0.2
C 3.4575 -2.9144 4.0089 -0.2 -0.3 0.9
C -2.7810 -0.4261 -5.6304 -0.6 0.1 -1.6
C -4.9994 -1.1193 3.8237 -0.2 -0.7 -0.7
C 2.3219 -3.9066 4.3777 0.3 0.1 0.2
C 1.1759 -3.9582 3.3702 0.5 0.3 0.3
C -2.7972 2.3349 -0.1669 -0.5 -0.9 -0.7
C 2.8013 3.1865 2.6110 0.0 -0.2 -1.0
C -7.8265 -1.4656 -1.7778 -0.7 0.1 -1.9
C 1.1113 -0.2824 6.5952 1.6 1.1 -0.1
C -3.7520 -1.4387 -5.0374 0.6 0.3 1.4
C -0.4248 0.1230 1.9678 0.4 -2.1 -2.7
C -2.5655 -3.7744 -0.0486 -0.1 0.9 0.8
C 1.6369 -4.6138 2.0553 -0.6 0.9 -0.3
C -2.1677 5.1091 2.9678 0.0 -0.3 0.1
C 1.7059 1.4939 -2.9313 -0.4 0.2 1.1
C 5.3783 -3.1760 -1.0197 -0.5 -1.4 0.4
C 6.2779 -2.6038 -4.2754 0.0 -1.1 2.6
C 5.6166 -1.8955 4.8369 1.2 2.1 -1.2
C -2.3217 1.5727 1.1140 1.5 0.4 -1.9
C 6.2267 -3.9166 -3.4077 0.6 0.9 0.3
C -6.6861 -1.2508 -0.8567 -0.3 0.4 0.1
C 0.8659 -0.5789 1.4582 0.9 -0.1 0.4
C 5.4452 -3.4704 0.5138 1.0 0.7 -0.9
C 5.9569 -2.8597 -5.6968 -0.4 0.8 -1.5
C 1.3624 -2.7144 -4.9738 -0.2 0.5 -1.4
C 1.9427 -1.7519 -0.3678 -0.2 -0.6 -0.6
C -4.6684 6.6046 -1.2929 1.4 1.1 -1.5
H 4.5844 -3.1270 1.0876 -0.2 -0.2 -0.3
H 0.5923 -1.9440 -4.9340 0.0 -0.2 0.4
H 6.7790 -4.8011 -1.4607 -0.4 -0.3 0.0
H -1.1076 -0.6705 2.2719 -0.4 0.3 0.0
H 1.0310 -3.4877 -5.6667 -0.3 -0.3 0.5
H 3.9898 -2.5048 6.0392 0.0 0.0 0.3
H -0.2988 2.2842 -2.6443 0.3 -0.1 0.7
H 1.3736 -1.1033 2.2677 -0.4 -0.3 0.4
H -2.3392 5.5782 -4.0133 -0.3 -0.3 0.7
H -3.8865 6.9221 -0.6030 -0.4 -0.6 0.5
H -2.0314 -3.8149 0.9007 -0.3 -0.6 0.0
H -0.1858 0.7597 2.8196 -0.2 0.4 -0.5
H -5.3852 7.4194 -1.3947 -0.4 -0.5 0.3
H 2.0616 2.5242 -2.9433 -0.2 -0.1 -0.3
H -0.2621 1.4904 0.4941 0.4 1.6 -1.1
H -3.5555 3.0957 0.0184 -0.6 -0.4 0.5
H -3.4588 -1.5845 -3.9977 0.0 -0.4 0.0
H 4.9717 -3.7776 5.3589 -0.3 -0.4 0.0
H 6.6607 -3.4572 -6.2762 0.2 -0.3 0.4
H 4.4856 -3.6623 -1.4130 -0.4 0.3 0.0
H -4.8036 -1.1597 -4.9722 0.2 0.3 -0.6
H 3.0413 -1.9175 3.8643 -0.3 0.2 0.1
H -1.2032 0.2022 -0.0450 0.1 -0.3 -0.4
H -4.9280 -2.1575 4.1478 -0.5 0.1 0.2
H 5.8112 -2.0957 3.7833 0.7 0.5 -0.1
H 7.2874 -2.2019 -4.1879 0.1 0.2 0.0
H 5.2624 -2.1014 -1.1610 0.2 0.0 -0.2
H -0.1476 1.4592 -4.0926 0.5 -0.1 -0.2
H -2.8094 4.5069 2.3246 0.1 0.4 -0.5
H 2.4556 -0.8704 -0.7525 -0.1 0.3 0.2
H 2.5552 2.9021 1.5879 0.1 0.4 -0.4
H 7.4416 -3.2616 -1.6688 0.2 0.3 -0.2
H -2.8944 0.7230 1.4857 -0.7 0.5 -0.4
H 0.8822 -4.5034 1.2766 -0.2 -0.2 0.0
H -5.9449 -0.6223 4.0405 0.0 -0.4 0.1
H 5.6001 -1.8970 -3.7968 -0.1 0.3 -0.4
H -2.5497 6.1284 3.0245 -0.7 -0.4 0.7
H 5.2527 -4.3848 -3.5505 0.0 -0.1 0.0
H 2.0709 -0.4953 6.1243 0.0 -0.2 0.2
H -4.1461 2.3878 -2.6501 -0.1 0.1 0.0
H 1.2835 4.9805 0.7611 0.3 0.6 0.5
H 0.2726 -4.3676 3.8226 0.1 -0.8 -0.1
H 2.4908 -4.0707 1.6505 0.1 -0.1 0.1
H 5.6864 -4.5124 0.7236 -0.3 -0.1 0.0
H 1.9219 -3.6436 5.3569 0.0 0.1 0.2
H 3.6215 3.9036 2.6430 0.0 -0.4 0.1
H 1.9222 -5.6647 2.1035 -0.1 0.0 0.4
H 1.5979 0.2138 1.3037 0.1 0.3 -1.0
H 6.9865 -4.4994 -3.9283 0.0 -0.7 0.5
H 1.6690 -2.3635 -1.2275 -0.2 0.2 0.0
H 3.8247 -3.1705 3.0151 0.6 -0.2 0.3
H -0.7159 6.3459 2.1494 0.8 0.0 0.0
H -1.7255 -0.6915 -5.5717 -0.2 -0.2 0.6
H 0.1817 1.4578 7.4573 0.1 0.0 0.4
H -2.1000 2.2703 1.9216 0.2 -0.1 -0.1
H -1.8194 -3.7687 -0.8431 -0.5 0.1 -0.2
H -4.1859 6.5346 -2.2678 -0.2 -0.2 -0.1
H 2.0283 1.0721 -1.9793 -0.1 0.1 0.0
H 0.9452 -1.0018 7.3970 -0.4 0.2 -0.2
H 4.9674 -3.2753 -5.8871 -0.1 -0.1 0.3
H -8.0714 -0.5590 -2.3311 0.0 0.3 0.6
H -2.0637 2.9141 -0.7278 0.9 0.0 0.9
H 5.2432 -0.8763 4.9366 0.3 0.3 -0.3
H -4.7984 -1.1163 2.7524 0.2 0.4 0.3
H 1.8685 3.5778 3.0170 0.3 -0.3 0.4
H -2.9881 -0.3680 -6.6990 0.0 0.0 -0.1
H 2.6632 -2.3775 0.1589 0.0 0.2 0.6
H 1.3465 1.9268 6.3242 0.8 -0.3 0.0
H 6.5432 -1.9513 5.4082 -0.1 -0.3 0.1
H 6.2781 -2.8727 0.8840 0.2 -0.1 0.3
H -3.1516 3.8809 -4.1157 0.0 0.0 1.0
H -8.7462 -1.8843 -1.3692 0.3 0.1 0.4
H 5.9870 -1.8883 -6.1903 -0.2 0.1 -0.3
H 2.2506 -2.3063 -5.4561 0.2 0.0 0.8
H -0.0344 4.9954 3.1742 0.4 0.3 0.0
H -2.1515 4.5119 3.8794 -0.2 0.6 0.5
H -1.6802 4.2654 -4.9924 0.0 0.0 -0.1
H -5.7385 -1.1893 -1.3918 -0.1 0.2 0.2
H 0.8613 -2.9166 3.3068 0.1 0.2 -0.9
H -3.3849 -4.4790 -0.1911 0.3 -0.1 0.1
H 2.7220 -4.9152 4.4819 0.3 -0.1 0.1
H -6.9173 -0.3300 -0.3213 0.4 -0.1 0.2
H -4.6811 0.7101 -2.4007 0.5 -0.2 -0.2
H -5.1849 1.8928 -1.2703 -0.1 0.5 0.1
```
Forces are in eV/Å.

Values from the calculation:
- Charge: -1
- Spin multiplicity: 2
- HOMO energy (spin up / spin down): -0.023 / -0.141 Ha
- Expectation value of S²: 0.754



(3)
Density functional theory data (wB97M-V/def2-TZVPD) for 23 unconnected molecules or ions with the total composition C23H92O23 at a distorted geometry.

Geometry as XYZ:
```
138
Properties=species:S:1:pos:R:3:forces:R:3
O 11.5980 15.3642 9.9510 -0.8 -0.4 0.6
O 11.6863 18.4912 16.9355 0.6 -1.1 0.8
O 17.6886 17.3654 11.5156 -0.2 1.6 0.8
O 18.3145 14.7307 11.4892 -0.5 -1.5 -0.9
O 16.0906 17.4603 13.8641 -0.9 1.2 0.4
O 15.3861 9.6513 18.4348 -1.3 -1.1 0.5
O 12.6773 11.4283 11.5667 -0.8 0.2 2.0
O 13.6462 11.8403 18.3623 -0.3 0.3 -1.6
O 14.8466 16.5728 16.1793 -0.8 0.0 1.4
O 14.0550 17.8689 18.3413 -1.4 0.8 2.5
O 10.3584 15.9543 17.4450 -0.1 -0.3 -0.4
O 17.7279 12.5353 15.8898 -0.3 -0.6 0.0
O 16.3514 9.9593 15.5551 0.0 1.5 1.6
O 16.2720 12.9293 10.9283 0.9 0.0 0.4
O 14.5881 14.4146 7.4066 -0.5 0.5 1.6
O 8.8979 12.4908 14.3645 0.0 -0.1 -0.4
O 10.0474 11.1852 11.9610 -0.8 0.7 0.4
O 14.1433 14.3075 10.1872 -0.7 -0.1 -0.2
O 12.3917 15.8464 7.4116 -0.6 0.6 -0.5
O 14.2816 10.2036 13.4699 0.8 1.1 -0.6
O 19.2684 11.1423 14.2591 1.1 -1.0 -1.0
O 10.5830 14.5891 15.1307 -0.7 0.5 0.9
O 15.2369 18.4007 8.8754 -0.8 -0.8 -0.5
C 14.3319 8.6313 18.3362 1.9 0.5 -2.5
C 13.9050 16.7724 19.2525 1.3 1.3 0.8
C 15.0676 19.6297 9.5568 2.3 -0.8 0.3
C 16.8184 8.7083 15.1796 1.1 0.2 0.1
C 14.3952 15.2761 15.8469 -0.3 0.1 0.5
C 18.1456 12.6906 17.2319 0.2 -1.3 0.4
C 12.4201 17.2044 6.9366 0.9 -1.3 -0.4
C 11.1956 19.7984 17.0122 -1.2 0.4 2.9
C 10.3959 14.5936 10.1165 -0.2 0.9 -0.2
C 13.1979 12.0447 16.9406 1.6 -2.3 1.8
C 16.0804 12.1933 12.1369 -1.4 0.9 0.8
C 11.3623 15.1617 14.0927 -0.8 -0.4 -0.3
C 9.2050 10.6700 10.9307 0.9 -0.5 0.0
C 19.4009 14.3306 10.6589 1.5 1.2 0.7
C 12.9500 10.4783 10.6141 -2.9 -1.5 -2.1
C 13.3751 9.3090 14.0530 0.1 1.0 0.2
C 14.6438 15.4912 10.7747 0.0 3.2 -0.3
C 18.9570 17.8131 12.0049 -0.4 1.2 -1.1
C 20.2468 11.3331 13.2258 -0.9 -0.9 -0.6
C 8.9096 11.5165 15.3988 -0.5 0.6 1.3
C 16.0645 18.8931 13.9811 0.2 0.2 -0.3
C 15.6899 13.5501 7.3119 0.9 -1.2 -1.1
C 10.3779 15.5643 18.8078 -1.0 2.6 -0.1
H 15.8639 11.1754 11.8963 -0.3 -0.7 -0.1
H 19.2931 18.5552 11.2052 0.1 -0.6 1.6
H 15.2172 12.6742 12.6733 0.5 -0.7 -0.3
H 18.5813 13.6556 17.2983 0.9 0.7 0.1
H 19.4784 13.2558 10.4399 -0.2 0.3 0.3
H 15.3875 13.2589 10.6726 0.2 -0.1 -0.2
H 11.3720 15.3375 19.0937 0.7 -0.5 0.6
H 19.7544 11.1907 12.2101 0.6 0.3 1.0
H 14.3858 14.6272 8.3795 0.5 -0.8 -1.6
H 16.1442 18.2090 8.6089 -0.2 0.5 0.4
H 13.3849 9.0304 18.0717 -0.8 0.8 -0.2
H 14.3655 11.1701 18.4241 -0.5 0.4 -0.4
H 11.5200 15.9233 9.1753 0.3 -0.2 -0.5
H 9.3844 11.9115 16.3166 0.0 0.0 -0.4
H 13.8123 10.7589 10.0564 0.7 0.1 -0.5
H 11.4511 17.6160 7.0506 -1.0 0.4 0.2
H 13.0254 9.4212 10.9738 0.3 0.8 0.1
H 9.5170 15.2195 10.4139 0.6 -0.3 -0.6
H 11.7509 11.1947 11.8793 0.9 0.9 -0.2
H 15.2991 15.3498 11.6343 0.0 -0.7 -0.1
H 13.1384 17.7444 7.5114 0.5 0.7 0.4
H 12.4189 9.8278 14.1780 0.0 -0.3 0.7
H 14.2025 20.1553 9.2439 -0.8 0.3 -0.4
H 20.3397 14.7196 11.1226 -0.5 -0.8 0.1
H 14.7258 16.0681 19.1526 -0.1 -0.3 -0.3
H 13.1440 14.3289 10.1104 1.0 0.5 0.3
H 18.9133 18.2024 13.0465 -0.2 0.3 -0.8
H 9.4695 10.6179 15.1271 -0.2 0.1 -0.3
H 14.7328 15.0621 14.8447 0.3 -0.6 -0.2
H 14.5982 7.8836 17.5577 0.0 0.5 0.3
H 17.5828 14.1391 11.1543 0.0 0.5 0.8
H 12.0977 14.3751 13.8630 0.3 1.0 -0.4
H 18.9790 11.9920 14.5556 -0.5 0.9 0.5
H 12.7013 17.2827 5.8839 -0.1 -0.2 0.0
H 15.4319 19.1121 14.8221 -0.2 0.2 0.5
H 16.8668 12.1754 12.8993 0.6 0.5 -0.7
H 14.4268 17.5257 17.5639 1.0 -1.1 -2.3
H 16.6553 17.2838 13.1202 0.6 -0.4 -1.0
H 18.8626 11.8490 17.5323 -0.8 1.3 -0.2
H 9.7073 14.7584 18.9098 -0.6 -1.1 0.3
H 14.0192 17.1678 20.2800 -0.3 -0.1 -0.5
H 10.0796 19.9002 17.1684 1.0 -0.7 -0.4
H 9.5114 11.7272 12.6089 0.7 -0.6 -0.5
H 12.4773 18.3302 17.5358 -0.7 0.6 -0.7
H 15.2149 16.1949 10.0567 -0.7 -1.5 0.6
H 20.7138 12.3057 13.3011 0.1 0.3 -0.1
H 10.8555 16.7716 17.3556 0.1 0.7 -0.2
H 15.1064 19.4819 10.6266 -0.5 -0.2 0.5
H 15.6548 19.5014 13.1187 0.5 -1.1 0.5
H 9.9665 16.4456 19.4027 0.6 -1.2 -0.3
H 16.9421 8.6992 14.1255 0.6 -0.2 -1.1
H 12.6580 11.1008 16.6000 0.8 1.2 0.1
H 17.4469 11.6028 15.8040 -0.2 0.3 -0.2
H 17.7958 8.5973 15.7027 -0.9 -0.5 -0.5
H 11.4641 20.3504 16.1878 0.5 1.1 -2.3
H 17.7348 16.4265 11.4328 0.2 -1.7 -0.2
H 16.1378 13.7167 6.2540 -0.7 -0.5 1.8
H 17.0845 19.2302 14.2072 -0.3 0.2 -0.1
H 15.3355 16.9324 15.4654 0.9 0.4 -1.4
H 13.8928 8.9951 14.9699 -0.9 -0.2 0.1
H 21.0360 10.5734 13.3184 -0.3 0.1 0.1
H 14.0744 12.3258 16.3020 -0.8 -0.4 0.3
H 7.8623 11.2566 15.7294 0.9 0.1 -0.7
H 15.6597 10.2685 14.9778 -0.6 0.2 -0.8
H 17.2992 12.7432 17.9267 -0.1 -0.4 0.0
H 10.6061 14.0013 10.9688 0.0 -1.0 0.7
H 11.9886 10.4687 9.9213 2.1 -0.2 0.6
H 14.7776 14.5920 16.6198 -0.1 -0.1 -0.6
H 13.8433 10.8804 12.8872 0.0 -0.9 0.5
H 16.0709 7.9725 15.3725 -0.3 -1.0 0.7
H 13.8401 16.1766 11.1361 0.2 -0.8 -0.2
H 12.5081 12.8377 17.0083 -0.8 1.0 -0.2
H 8.6238 9.8678 11.3138 -0.5 -1.0 0.4
H 16.4758 13.8034 8.0534 -0.4 -0.2 -0.3
H 13.2032 8.4736 13.4117 -0.1 -0.9 -0.4
H 13.2969 15.2291 15.8289 0.3 0.1 0.2
H 15.7684 9.7466 17.5598 0.2 0.0 -0.5
H 11.6677 16.1354 14.4100 1.4 0.4 0.4
H 10.7868 15.4750 13.1988 -0.2 -0.9 0.2
H 9.8122 10.2818 10.0936 -0.1 0.3 0.5
H 15.9720 20.1835 9.3724 0.1 1.0 -0.2
H 8.4936 11.3611 10.5538 -0.4 1.1 -0.4
H 9.3009 13.3469 14.6373 0.1 -0.6 0.2
H 14.2153 8.0778 19.1992 0.2 -0.7 2.2
H 15.4089 12.4246 7.4542 0.4 1.9 -0.3
H 10.6032 15.1672 15.9551 -0.3 -0.9 -0.9
H 13.1219 15.3266 7.0386 0.0 0.2 0.0
H 19.6421 17.0002 12.0733 0.7 -0.7 -0.3
H 11.5966 20.3825 17.8661 0.1 -0.5 -0.1
H 12.9509 16.3144 19.1578 -0.6 -0.5 -0.1
H 19.4036 14.9111 9.7544 -0.4 0.0 -0.9
H 10.1740 13.9540 9.2413 0.1 0.4 0.4
```
Forces are in eV/Å.

Values from the calculation:
- ΔE to the lowest compared entry with this formula, charge and spin: 54.21 kJ/mol
- Charge: 0
- HOMO energy: -0.355 Ha